Record 1
{"formula": "CH6OSi", "method": "ωB97M-V/def2-TZVPD", "elements": ["C", "O", "Si", "H", "H", "H", "H", "H", "H"], "xyz": [[-1.3479, -0.1142, -0.2856], [-0.0801, -0.5580, -0.4223], [1.4344, 0.0293, -0.0885], [-2.1204, -0.9889, -0.5493], [-1.4921, 0.9297, -0.6193], [-1.7286, 0.1729, 1.6474], [1.8666, 1.1506, -0.8011], [2.3516, -1.0966, -0.2545], [1.1164, 0.4751, 1.3732]], "forces_ev_per_angstrom": [[-0.829, -1.746, -3.141], [0.133, -0.522, -0.492], [-1.631, -0.690, 2.885], [1.536, 2.305, 0.725], [-0.364, -0.530, 0.357], [-0.335, 0.224, 1.753], [0.394, 1.301, -1.129], [0.098, -0.073, 0.040], [0.997, -0.270, -0.998]], "spin_multiplicity": 3, "total_charge": 0, "e_above_lowest_ev": 0.440, "e_lumo_ev": [0.92, -1.12], "homo_energy_ev": [-6.570, -11.208]}

---

Record 2
{"formula": "C2H4N4O2", "method": "ωB97M-V/def2-TZVPD", "elements": ["C", "C", "H", "H", "H", "H", "N", "N", "N", "N", "O", "O"], "xyz": [[-0.4545, 1.2905, 0.1996], [0.4615, -0.5817, -0.6235], [1.1179, -1.4506, 1.0378], [-2.1184, 1.9007, 0.1250], [-1.7013, -0.1444, -0.6028], [-0.0880, -2.1412, -1.3315], [1.4944, 0.1203, 0.1094], [-1.2790, 2.0763, 0.7242], [-0.6968, 0.1987, -0.6546], [0.6779, -1.7624, -0.8947], [1.7826, -0.7419, 1.2035], [0.8038, 1.2357, 0.7076]], "forces_ev_per_angstrom": [[0.115, -0.595, 1.886], [-0.815, 1.379, 0.887], [0.825, -0.057, 0.720], [0.184, 0.761, 1.020], [2.258, 0.133, -0.418], [-2.186, -1.576, -1.353], [-0.364, 0.135, 0.788], [-1.348, 0.110, -1.760], [-0.280, 0.525, 0.138], [1.885, -0.729, -0.005], [-0.388, 0.067, -0.787], [0.114, -0.153, -1.116]], "total_charge": 0, "e_above_lowest_ev": 3.208, "e_lumo_ev": 0.16, "homo_energy_ev": -10.234, "smiles": "[H]/N=c1\\[nH]/c(=N\\[H])n(O)o1"}

---

Record 3
{"formula": "C3H4FNO3", "method": "ωB97M-V/def2-TZVPD", "elements": ["C", "C", "C", "N", "O", "O", "O", "F", "H", "H", "H", "H"], "xyz": [[1.9600, -1.0712, -0.2241], [2.1134, -1.7195, 0.8540], [-0.7802, 0.9035, -0.9470], [-1.8147, 0.7697, -0.1697], [-1.9682, 1.8446, 0.7156], [2.1540, -0.3971, -1.1649], [-2.4592, -0.2014, 0.1168], [-0.5213, -0.0035, -1.8418], [-2.8569, 1.9407, 1.0672], [2.6161, -1.1741, 1.7496], [1.8386, -2.7823, 0.8166], [-0.2817, 1.8907, -0.9723]], "forces_ev_per_angstrom": [[1.946, 2.778, -2.910], [0.387, -1.495, 3.647], [-0.479, 2.489, 0.381], [1.151, 0.690, 0.996], [1.805, 1.726, -0.041], [-1.163, -0.626, 0.507], [-1.678, -2.242, -0.466], [0.000, -0.704, -0.189], [-0.587, -0.966, -0.532], [-1.189, -1.251, -1.760], [0.131, 0.608, 0.561], [-0.323, -1.007, -0.194]], "total_charge": 0, "e_above_lowest_ev": 6.543, "e_lumo_ev": 0.59, "homo_energy_ev": -9.092, "smiles": "[O-]/[N+](O)=C\\F.C=C=O"}

---

Record 4
{"formula": "C2H4Br2NO", "method": "ωB97M-V/def2-TZVPD", "elements": ["C", "C", "N", "O", "Br", "Br", "H", "H", "H", "H"], "xyz": [[1.5395, 0.2839, 1.5596], [-0.5647, 0.3456, -0.0070], [-0.5129, -0.6725, -1.1165], [2.3069, -0.4628, 1.1661], [-2.1760, 0.1146, 1.0332], [-0.3413, 2.1290, -0.7834], [1.2566, 1.0137, 2.3004], [-0.6157, -0.2162, -2.0383], [-1.2769, -1.3605, -1.0107], [0.3845, -1.1749, -1.1033]], "forces_ev_per_angstrom": [[-0.898, -1.414, -2.199], [1.473, 0.840, 1.675], [-0.252, -0.087, -0.237], [-0.412, 0.778, 0.586], [0.419, 0.085, -0.532], [-0.278, -0.782, 0.182], [-0.176, 0.429, 0.324], [0.017, -0.184, 0.247], [0.300, 0.207, -0.022], [-0.193, 0.128, -0.025]], "total_charge": 1, "e_above_lowest_ev": 2.164, "e_lumo_ev": [-4.99, -5.00], "homo_energy_ev": [-12.693, -12.688]}

---

Record 5
{"formula": "C18H20AgAsCl3I2NO3SeSi", "method": "ωB97M-V/def2-TZVPD", "elements": ["Ag", "I", "I", "Cl", "C", "Cl", "Cl", "C", "O", "O", "C", "As", "C", "C", "O", "H", "H", "H", "H", "H", "H", "H", "H", "H", "C", "C", "C", "C", "C", "C", "Si", "C", "C", "C", "C", "C", "C", "H", "H", "H", "H", "H", "H", "H", "H", "H", "H", "H", "Se", "C", "N"], "xyz": [[1.1574, -0.2901, -1.0436], [3.6405, -0.5765, -0.0421], [6.8227, -0.4733, -0.0606], [-2.4200, -4.0699, -2.4651], [-1.1466, -4.2879, -1.2382], [-0.0615, -5.5811, -1.7796], [-1.9189, -4.7765, 0.3032], [-0.3576, -2.9335, -0.9447], [0.8027, -3.0757, -0.5443], [-1.0288, -1.8982, -1.1139], [1.1724, 2.0968, -3.0392], [-0.5914, 1.6047, -2.4353], [-1.5342, 3.2343, -2.9003], [-1.6070, 0.2833, -3.3727], [-0.5370, 1.3971, -0.7752], [1.1275, 2.5157, -4.0433], [1.8702, 1.2651, -3.0516], [1.4902, 2.8379, -2.3102], [-1.5245, 3.3599, -3.9840], [-1.0480, 4.0847, -2.4261], [-2.5633, 3.1645, -2.5514], [-1.3089, 0.2687, -4.4210], [-2.6449, 0.6009, -3.2694], [-1.4589, -0.6881, -2.9023], [1.8125, 3.3942, 3.6628], [2.7480, 2.3763, 3.8046], [2.5692, 1.1679, 3.1411], [1.4546, 0.9445, 2.3279], [0.5272, 1.9840, 2.1884], [0.7027, 3.1959, 2.8498], [1.2436, -0.7179, 1.4475], [-0.4921, -1.3099, 1.8883], [-0.5863, -2.3497, 2.8141], [-1.8204, -2.7762, 3.2938], [-2.9854, -2.1753, 2.8385], [-2.9101, -1.1506, 1.9009], [-1.6769, -0.7232, 1.4258], [1.9526, 4.3392, 4.1776], [3.6249, 2.5268, 4.4250], [3.3166, 0.3869, 3.2430], [-0.3300, 1.8532, 1.5368], [-0.0250, 3.9900, 2.7229], [2.0360, -1.6397, 2.2896], [0.3207, -2.8310, 3.1643], [-1.8703, -3.5878, 4.0119], [-3.9493, -2.5158, 3.2010], [-3.8180, -0.6938, 1.5239], [-1.6311, 0.0555, 0.6733], [1.4094, -1.6874, -3.5650], [1.1350, -0.4556, -4.8765], [0.9099, 0.3368, -5.7001]], "forces_ev_per_angstrom": [[-0.314, -0.901, -0.006], [-0.551, 0.106, 0.058], [0.471, 0.030, 0.013], [0.070, 0.000, 0.068], [0.002, 0.069, 0.032], [-0.042, 0.043, 0.035], [0.045, 0.036, -0.096], [-0.050, 0.272, -0.002], [-0.285, -0.043, 0.011], [0.253, -0.237, -0.077], [-0.016, -0.051, -0.244], [-0.055, 0.672, -0.028], [-0.135, 0.020, 0.142], [-0.011, -0.124, -0.057], [0.028, -0.123, -0.491], [-0.056, -0.007, 0.041], [0.010, -0.071, 0.044], [0.055, 0.092, 0.070], [0.022, -0.039, 0.024], [0.022, 0.004, 0.013], [-0.025, 0.022, 0.014], [0.006, 0.000, 0.075], [-0.043, -0.028, 0.006], [0.043, 0.008, -0.002], [-0.019, -0.052, -0.034], [-0.030, -0.032, -0.016], [-0.019, 0.030, 0.007], [-0.131, 0.218, -0.118], [0.050, 0.017, 0.068], [0.056, -0.100, -0.008], [0.803, 0.008, 0.785], [-0.293, 0.076, -0.431], [-0.009, 0.041, 0.012], [-0.014, 0.050, -0.020], [0.077, 0.017, -0.011], [0.100, -0.018, 0.036], [-0.042, -0.075, 0.105], [-0.003, -0.026, -0.023], [-0.023, -0.014, -0.021], [-0.018, 0.044, -0.005], [0.056, 0.018, 0.033], [-0.004, -0.012, -0.002], [-0.013, -0.130, -0.040], [-0.045, -0.004, -0.017], [0.007, 0.013, -0.021], [0.004, 0.009, -0.012], [0.003, 0.001, -0.001], [0.014, -0.058, 0.006], [0.112, 0.214, 0.277], [-0.130, 0.149, -0.362], [0.066, -0.136, 0.168]], "total_charge": -2, "e_lumo_ev": 4.21, "homo_energy_ev": -2.004}

---

Record 6
{"formula": "F2HNOS", "method": "ωB97M-V/def2-TZVPD", "elements": ["N", "O", "F", "F", "S", "H"], "xyz": [[-0.1395, 1.9871, 0.1883], [-0.8066, -1.5807, 0.7844], [1.5225, -1.8887, 0.0140], [-0.1326, -0.5191, -1.3090], [0.2934, -0.7598, 0.2824], [-0.7372, 2.7611, 0.0399]], "forces_ev_per_angstrom": [[1.086, -1.217, 0.315], [2.115, 1.855, -0.727], [-1.418, 1.439, -0.096], [0.888, -0.332, 1.532], [-1.443, -3.351, -0.701], [-1.227, 1.606, -0.324]], "total_charge": 0, "e_above_lowest_ev": 3.331, "e_lumo_ev": [-2.09, -2.15], "homo_energy_ev": [-11.889, -11.887]}